Record 1
This record from the OMol25 dataset describes a single C4H8S molecule. The level of theory is wB97M-V/def2-TZVPD.

Calculated values
SMILES: CC1CSC1
maximum force: 4.09 eV Å⁻¹
electronic energy: -555.34600 a.u.

```
13
Properties=species:S:1:pos:R:3:forces:R:3
C 2.2033 -0.0243 -0.2244 0.07 -0.41 -0.75
C 0.8420 0.0564 0.4362 -0.66 -1.64 2.09
C -0.1023 1.1314 0.0475 -1.13 1.77 -3.50
S -1.5576 -0.0156 -0.1061 0.12 0.80 -0.12
C -0.1249 -1.1015 0.0399 0.51 -0.24 -0.90
H 2.3080 -1.1228 -0.5132 0.46 1.51 0.23
H 2.2368 0.6304 -1.1775 0.14 -1.09 1.58
H 2.9692 0.2570 0.5202 -0.01 -0.07 -0.80
H 0.8635 0.0097 1.5723 0.49 0.19 -1.22
H -0.3515 1.9637 0.6947 0.47 0.17 0.07
H 0.1607 1.5108 -1.0595 -0.57 -0.47 2.47
H 0.2043 -1.5469 -0.9321 -0.51 0.07 0.79
H -0.3778 -1.8251 0.7967 0.61 -0.60 0.07
```
Forces are in eV/Å.

And the natural (NBO) charges, in e, turn out to be: -0.62, -0.26, -0.46, 0.14, -0.50, 0.22, 0.22, 0.22, 0.21, 0.22, 0.20, 0.20, 0.22



Record 2
This record from the OMol25 dataset describes a molecular structure, C4H8S. The level of theory is wB97M-V/def2-TZVPD.

Calculated values
maximum force: 10.48 eV Å⁻¹
electronic energy: -555.18983 a.u.

```
13
Properties=species:S:1:pos:R:3:forces:R:3
C 1.3284 -0.4142 -0.4224 8.76 -5.74 -0.37
C 0.3611 0.4583 -0.0877 -7.24 1.85 2.33
C -0.0827 1.5836 -0.6473 -4.84 -1.75 1.74
C -0.7940 0.0193 0.9135 0.92 1.10 0.56
H 2.4127 -0.0326 -1.1550 -3.55 -0.85 2.58
H 1.0339 -1.4036 -0.9380 -0.07 1.81 0.83
H 1.8337 -1.1061 0.8363 -1.13 2.19 -3.55
H -1.3230 1.7107 -0.7434 3.98 0.48 0.46
H 0.4668 1.7308 -1.4284 3.02 2.61 -4.91
H -0.3797 0.3143 1.9160 -0.53 -0.64 -0.56
H -1.5696 0.8498 0.6709 0.55 -2.48 1.02
H -2.0649 -1.9255 0.0138 0.37 0.23 0.29
S -1.2227 -1.7848 1.0718 -0.24 1.19 -0.41
```
Forces are in eV/Å.

And the natural (NBO) charges, in e, turn out to be: -0.60, -0.07, -0.40, -0.54, 0.24, 0.27, 0.18, 0.20, 0.17, 0.23, 0.23, 0.13, -0.04



Record 3
This record from the OMol25 dataset describes a molecular structure, C4H8S. The level of theory is wB97M-V/def2-TZVPD.

Calculated values
maximum force: 10.06 eV Å⁻¹
electronic energy: -555.22264 a.u.

```
13
Properties=species:S:1:pos:R:3:forces:R:3
C 0.4578 -1.4453 0.0805 -1.27 -4.14 -2.42
C 0.0908 -0.0832 -0.2725 -5.11 -1.79 -0.65
C 0.8100 1.0095 0.1504 3.80 9.15 -1.79
C -1.2450 0.2692 0.1401 -1.41 3.89 -2.64
H 1.4595 -1.3006 -0.1362 2.67 -1.53 -0.24
H 0.3250 -1.7957 1.1379 -0.16 0.49 -1.10
H -0.0773 -2.3550 -0.8852 1.77 2.90 3.52
H 0.0461 1.9745 0.0454 2.42 -2.12 -0.16
H 0.8758 1.0402 1.2020 1.07 -0.27 1.38
H 1.8140 1.5121 -0.4639 -2.48 -2.21 1.90
H -1.5856 1.3140 0.4485 1.19 -1.20 -0.61
H -2.0505 -0.2659 0.3668 -2.53 -3.60 0.99
S -0.9206 0.1262 -1.8138 0.05 0.44 1.81
```
Forces are in eV/Å.

And the natural (NBO) charges, in e, turn out to be: -0.57, -0.23, -0.60, -0.34, 0.21, 0.23, 0.22, 0.23, 0.22, 0.22, 0.21, 0.21, 0.01



Record 4
This record from the OMol25 dataset describes a single C4H8S molecule. The level of theory is wB97M-V/def2-TZVPD.

Calculated values
SMILES: C/C=C\SC
maximum force: 2.72 eV Å⁻¹
electronic energy: -555.34515 a.u.

```
13
Properties=species:S:1:pos:R:3:forces:R:3
C -2.0753 0.7277 -0.3029 -0.21 1.78 -0.68
C -1.4902 -0.3585 0.5029 -0.79 1.46 -0.48
C -0.3294 -0.9108 0.3514 2.16 -1.36 0.94
S 0.9994 -0.3154 -0.6383 -0.05 0.51 0.13
C 1.7304 0.7932 0.6271 -0.51 -0.34 0.47
H -2.0257 1.8427 0.0582 -0.55 -2.25 0.17
H -1.4259 0.8339 -1.1709 -0.40 -0.23 -0.52
H -3.1103 0.3801 -0.5705 0.87 0.96 0.03
H -2.1087 -0.7955 1.2113 -1.20 -0.76 1.39
H -0.0715 -1.7213 1.0541 -0.05 0.21 -0.56
H 2.5415 1.2624 0.1113 0.55 0.48 -0.21
H 2.1683 0.1540 1.4196 -0.43 0.57 -0.22
H 1.0291 1.5796 1.0281 0.63 -1.03 -0.46
```
Forces are in eV/Å.

And the natural (NBO) charges, in e, turn out to be: -0.68, -0.16, -0.37, 0.19, -0.73, 0.23, 0.23, 0.22, 0.19, 0.21, 0.22, 0.22, 0.22